Model A:
Formula: CH3O4P
Source: the Open Molecules 2025 dataset
Level of theory: ωB97M-V with the def2-TZVPD basis set

Computed properties:
HOMO = -0.3639 hartree
Multiplicity = 1
Orbital gap = 9.68 eV
LUMO = -0.22 eV

Structure (XYZ):
```
9
Properties=species:S:1:pos:R:3:lowdin_charge:R:1
C -0.02 -1.54 0.20 -0.25
O -0.49 2.73 0.04 -0.13
O -0.87 1.67 -0.79 -0.27
O 0.77 2.19 0.42 -0.26
O 0.28 -0.28 0.65 -0.39
P 0.63 0.88 -0.58 1.01
H -1.25 -1.66 0.00 0.15
H 0.49 -2.29 0.86 0.09
H 0.46 -1.70 -0.79 0.05
```

---

Model B:
Formula: CH3O4P
Source: the Open Molecules 2025 dataset
Level of theory: ωB97M-V with the def2-TZVPD basis set

Computed properties:
HOMO = -0.3995 hartree
Multiplicity = 1
Orbital gap = 10.66 eV
LUMO = -0.21 eV

Structure (XYZ):
```
9
Properties=species:S:1:pos:R:3:lowdin_charge:R:1
C 0.51 -0.52 -0.83 -0.38
O -1.90 1.01 0.54 -0.33
O 0.03 -1.02 0.16 0.02
O 1.12 -1.06 -1.81 0.17
O 0.39 1.21 1.67 -0.30
P -0.79 0.48 1.35 0.47
H 0.29 0.56 -0.97 0.15
H -1.10 -0.36 2.28 0.01
H 1.44 -0.29 -2.39 0.19
```

---

Pick the least stable structure from those above. Pick: model A